[1]
Below is a structure of composition C25H47Br2NO3Si2Tl in a non-equilibrium geometry, with properties calculated with wB97M-V/def2-TZVPD.

Each line ends with the Mulliken charge.
Positions of all 81 atoms, in Å:
1 O 0.5839 0.0635 -2.7398  0.276
2 O 2.2164 -1.6012 -3.0110  -0.320
3 C -0.8304 0.1843 -3.1914  -0.263
4 C -1.6378 1.2093 -2.4313  -1.271
5 H -1.2340 -0.8151 -3.0077  0.404
6 H -0.8346 0.4292 -4.2731  0.452
7 H -1.5155 1.2468 -1.3431  0.002
8 H -2.6979 0.9988 -2.6154  0.424
9 H -1.4929 2.2283 -2.7879  0.445
10 C 1.2949 1.3632 -2.4405  0.166
11 C 1.7191 1.9226 -3.7663  -1.208
12 H 2.1232 1.0617 -1.7918  -0.051
13 H 0.5650 1.9608 -1.9008  0.289
14 H 2.3457 1.2032 -4.3053  0.261
15 H 2.2496 2.8656 -3.6371  0.449
16 H 0.8277 2.1086 -4.3702  0.315
17 C 3.4749 -1.8577 -2.3440  -0.111
18 C 1.9854 -2.5993 -4.0448  -0.577
19 C 4.2886 -0.6197 -2.0800  -1.368
20 H 4.0780 -2.5347 -2.9631  0.488
21 H 3.2252 -2.4223 -1.4349  -0.059
22 H 4.3735 0.0121 -2.9796  0.271
23 H 5.3157 -0.9327 -1.8366  0.429
24 H 3.8544 -0.0709 -1.2352  0.285
25 C 2.6001 -2.0071 -5.2813  -0.994
26 H 0.9053 -2.7748 -4.0831  0.348
27 H 2.4801 -3.5316 -3.7457  0.530
28 H 2.3137 -0.9547 -5.3748  0.182
29 H 2.3372 -2.5355 -6.1954  0.433
30 H 3.6886 -2.0607 -5.1935  0.314
31 H 1.2609 -0.5654 -3.1828  0.307
32 Tl -0.1089 -0.4274 2.2414  1.273
33 C 0.4487 -1.6198 0.6529  0.048
34 Si 0.0535 -3.3713 0.1688  0.390
35 H 1.5020 -1.4556 0.3036  0.314
36 H -0.1452 -1.1376 -0.2094  -0.829
37 C -0.8677 -3.4882 -1.4523  -0.485
38 C -0.9586 -4.0008 1.5972  -0.854
39 C 1.6081 -4.3152 -0.2682  -1.018
40 C -2.2521 -0.3406 1.2848  0.011
41 Si -3.4450 -0.0654 2.6764  0.032
42 H -2.3161 -1.2135 0.6210  0.542
43 H -2.0357 0.5660 0.6885  -0.504
44 C -3.5580 -1.6321 3.7140  -0.955
45 C -5.1301 0.4694 2.0512  -1.061
46 C -2.7272 1.3241 3.7407  -0.789
47 H 1.3965 -5.3851 -0.1935  0.362
48 H 2.4411 -4.0751 0.3964  0.352
49 H 1.9109 -4.1033 -1.3028  0.086
50 H -1.9506 -3.3517 -1.3468  0.416
51 H -0.6912 -4.5031 -1.8304  0.403
52 H -0.4790 -2.7769 -2.2019  -0.395
53 H -1.7463 -3.2954 1.8878  0.105
54 H -0.3188 -4.1596 2.4715  0.299
55 H -1.4485 -4.9497 1.3639  0.398
56 H -5.4301 -0.1216 1.1734  0.338
57 H -5.1171 1.5293 1.7565  0.299
58 H -5.8922 0.3357 2.8336  0.324
59 H -2.8312 2.2970 3.2417  0.141
60 H -1.6625 1.1949 3.9901  0.117
61 H -3.2810 1.3590 4.6894  0.508
62 H -4.0359 -1.4039 4.6786  0.375
63 H -2.5687 -2.0683 3.9262  0.237
64 H -4.1654 -2.3976 3.2088  0.307
65 Br -2.7204 3.5381 0.0691  -0.130
66 C -1.3156 3.9352 1.3007  -0.193
67 C -1.2396 5.1632 1.9381  -0.466
68 C -0.2902 5.4055 2.9370  -0.066
69 Br -0.2636 7.1370 3.7475  -0.236
70 C 0.5804 4.3797 3.4070  0.751
71 C 1.4467 4.5072 4.5232  -0.728
72 C 2.0766 3.3926 5.0245  -0.723
73 C 1.8774 2.1508 4.3741  -0.375
74 N 1.1033 2.0057 3.2977  0.029
75 C 0.5097 3.0951 2.7649  0.261
76 C -0.3370 2.9087 1.5649  -0.084
77 O -0.2141 1.8850 0.8304  -0.270
78 H -1.9306 5.9408 1.6366  0.457
79 H 1.5851 5.4927 4.9638  0.344
80 H 2.6834 3.4195 5.9251  0.392
81 H 2.3870 1.2517 4.7296  0.401

Its frontier orbital gap (alpha / beta) is 4.6 / 4.6 eV. The value obtained for the energy above the lowest of the compared OMol25 structures with the same formula, charge and spin is 256.2 kJ/mol. Its total charge is +1. The value obtained for the lowest unoccupied orbital energy (alpha / beta) is -0.1633 / -0.1632 Ha.

***

[2]
Below is a structure of composition C25H47Br6F6N5O9 in a non-equilibrium geometry, with properties calculated with wB97M-V/def2-TZVPD.

Each line ends with the Mulliken charge.
Positions of all 98 atoms, in Å:
1 C -0.3093 -6.2463 -1.0627  -1.015
2 C -1.2390 -5.3327 -1.7067  0.583
3 O -0.7524 -4.3089 -2.2103  -0.613
4 N -2.5670 -5.6974 -1.6502  -0.130
5 C -3.5964 -4.8118 -2.2433  -0.855
6 H -0.6230 -6.2627 -0.0189  0.294
7 H 0.6704 -5.7713 -1.1131  0.282
8 H -0.2910 -7.1984 -1.5931  0.315
9 H -2.9160 -6.4960 -1.1398  0.264
10 H -3.3073 -3.7830 -2.0284  0.207
11 H -4.6005 -4.9181 -1.8328  0.249
12 H -3.8218 -4.9115 -3.3051  0.386
13 C -5.3944 -4.1544 2.3214  -0.628
14 C -6.0632 -5.5165 2.4671  0.905
15 O -5.3517 -6.5812 2.3686  -0.253
16 N -7.2940 -5.5587 2.9468  0.125
17 C -8.0641 -6.7034 3.2290  -1.097
18 H -4.3515 -4.0543 2.6220  0.449
19 H -6.0094 -3.6543 3.0697  0.317
20 H -5.4247 -3.8333 1.2803  -0.036
21 H -7.7567 -4.6670 2.8428  0.033
22 H -7.8569 -7.0362 4.2460  0.403
23 H -7.9106 -7.5555 2.5668  0.426
24 H -9.1410 -6.6030 3.3641  0.316
25 C -6.4811 -2.4252 -1.0472  0.266
26 C -7.7581 -3.2075 -0.8869  0.618
27 O -7.9751 -3.7605 0.2041  -0.404
28 N -8.5394 -3.4498 -1.9317  0.200
29 C -8.5109 -2.6638 -3.1115  -0.994
30 H -6.3935 -1.5158 -0.4527  0.069
31 H -6.1621 -2.3616 -2.0875  -0.174
32 H -5.7853 -3.1510 -0.6263  -0.518
33 H -9.2379 -4.1725 -1.8325  0.110
34 H -7.6033 -2.9133 -3.6612  0.271
35 H -8.5095 -1.6222 -2.7903  0.163
36 H -9.4019 -2.9132 -3.6877  0.482
37 C -9.9677 -3.3149 2.2888  1.857
38 C -10.7208 -3.0554 3.5525  0.640
39 O -11.0035 -3.9964 4.3725  -0.739
40 N -11.1065 -1.7976 3.8156  0.118
41 C -11.7505 -1.2889 4.9383  -0.934
42 H -10.6078 -3.8686 1.6019  -0.474
43 H -9.1154 -3.9942 2.3082  -1.192
44 H -9.7093 -2.3732 1.8045  -0.205
45 H -10.8738 -1.1029 3.1204  -0.121
46 H -12.1703 -1.8949 5.7411  0.363
47 H -12.6797 -0.9218 4.5023  0.305
48 H -11.4171 -0.3460 5.3717  0.336
49 C -10.1345 -1.4579 -8.1239  -1.110
50 C -9.7380 -0.6545 -6.9141  0.581
51 O -9.4879 -1.2611 -5.8863  -0.537
52 N -9.8334 0.7342 -7.0085  -0.097
53 C -9.5447 1.7069 -5.9996  -0.741
54 H -10.0561 -0.8874 -9.0494  0.352
55 H -11.1283 -1.8955 -8.0291  0.256
56 H -9.5343 -2.3224 -8.4075  0.321
57 H -9.8661 1.0529 -7.9663  0.238
58 H -10.0673 1.5941 -5.0498  0.220
59 H -9.7611 2.6974 -6.3998  0.351
60 H -8.4681 1.7521 -5.8352  0.165
61 C -12.2461 -2.7370 -0.7986  -0.586
62 C -13.3415 -1.8196 -1.4763  -0.706
63 O -14.0418 -1.1275 -0.4195  -0.209
64 C -14.9196 -0.0422 -0.6182  0.294
65 O -15.0324 0.6490 -1.6518  -0.521
66 C -15.7803 0.3488 0.6000  0.880
67 F -16.9591 -0.3258 0.5617  -0.209
68 F -15.0838 -0.0410 1.6820  -0.242
69 F -15.8120 1.6988 0.8352  -0.226
70 H -11.3219 -2.2488 -0.4894  0.157
71 H -12.0073 -3.4936 -1.5459  0.350
72 H -12.6320 -3.2455 0.0850  0.316
73 H -14.0643 -2.4180 -2.0309  0.334
74 H -13.0087 -1.0988 -2.2232  0.413
75 C -10.0756 -6.5957 -0.5505  -0.343
76 C -11.0953 -6.7619 0.4961  0.364
77 O -12.0903 -7.7512 0.0942  -0.356
78 C -12.4454 -8.6369 1.0661  0.390
79 O -11.9835 -8.7447 2.2039  -0.535
80 C -13.5322 -9.6590 0.5541  0.855
81 F -14.2438 -10.0056 1.6480  -0.214
82 F -14.2967 -9.0002 -0.3088  -0.232
83 F -12.9577 -10.7137 -0.0815  -0.228
84 H -9.4634 -7.4647 -0.3090  0.370
85 H -9.4934 -5.6763 -0.4889  -0.657
86 H -10.5075 -6.7553 -1.5385  0.450
87 H -11.4696 -5.7561 0.6868  -0.028
88 H -10.6017 -7.0323 1.4296  0.095
89 C -8.6347 1.0510 0.1882  -0.139
90 Br -10.2971 0.3981 1.0037  0.018
91 Br -7.9827 2.6935 1.1033  -0.008
92 Br -9.0087 1.3236 -1.7388  0.082
93 H -7.9049 0.2637 0.3768  0.055
94 C -4.7798 -0.2776 -5.1067  -0.536
95 Br -3.7412 1.3326 -4.5414  -0.015
96 Br -6.7278 0.1477 -4.7846  0.111
97 Br -4.2368 -1.9102 -4.0524  0.047
98 H -4.6760 -0.4695 -6.1747  0.442

Its frontier orbital gap (alpha / beta) is 8.1 / 3.6 eV. The spin multiplicity is 2. Its total charge is +1. As for the expectation value of S²: 0.755. The value obtained for the lowest unoccupied orbital energy (alpha / beta) is -0.1269 / -0.2941 Ha.